No. 1
Formula: C30H50HgO16S6
Source: the OMol25 dataset
Level of theory: ωB97M-V/def2-TZVPD

Values from the calculation:
E_HOMO in eV: -6.52
Relative energy (zero: lowest compared OMol25 entry of this formula, charge and spin) in eV: 0.986
Spin multiplicity: 1

Positions of all 103 atoms, in Å:
Hg  0.28  -0.03  -0.14
C  3.59  1.20  -2.69
C  2.43  0.79  -2.11
C  1.42  -0.07  -2.93
O  0.33  -0.45  -2.38
C  1.73  -0.33  -4.23
C  2.91  0.16  -4.87
C  3.87  1.06  -4.09
O  4.87  1.51  -4.61
O  3.23  -0.25  -5.96
O  2.09  1.12  -0.92
H  4.15  1.95  -2.13
H  1.11  -1.09  -4.68
C  5.76  -2.11  1.85
C  5.91  -0.58  1.85
C  4.70  -0.02  1.15
S  3.35  -0.93  1.82
O  2.27  -0.95  0.87
O  3.12  -0.55  3.19
C  4.27  -2.48  1.77
H  6.22  -2.51  2.76
H  6.25  -2.61  1.02
H  6.81  -0.23  1.34
H  5.98  -0.23  2.88
H  4.80  -0.31  0.09
H  4.54  1.03  0.94
H  3.98  -2.87  0.79
H  3.89  -3.15  2.53
C  -0.45  -5.14  -2.94
C  0.79  -5.65  -2.16
C  0.94  -5.02  -0.79
S  -0.32  -3.73  -0.67
O  0.28  -2.45  -0.42
O  -1.39  -4.21  0.18
C  -0.90  -3.80  -2.35
H  -1.24  -5.89  -2.88
H  -0.22  -5.02  -4.00
H  1.66  -5.52  -2.79
H  0.73  -6.74  -2.11
H  1.91  -4.53  -0.70
H  0.75  -5.59  0.12
H  -0.27  -3.03  -2.82
H  -1.93  -3.50  -2.53
C  -3.14  3.06  2.96
C  -2.48  3.05  4.34
C  -0.97  2.87  4.19
S  -0.61  3.20  2.45
O  -0.47  1.91  1.81
O  0.46  4.15  2.27
C  -2.21  3.93  2.11
H  -4.13  3.51  2.94
H  -3.20  2.08  2.47
H  -2.86  2.20  4.91
H  -2.72  3.96  4.89
H  -0.54  1.94  4.53
H  -0.43  3.67  4.70
H  -2.29  3.94  1.02
H  -2.17  4.93  2.52
C  1.59  4.09  -3.22
C  0.33  4.11  -4.10
C  -0.70  3.24  -3.37
S  -0.46  3.48  -1.62
O  -0.49  2.17  -1.03
O  -1.36  4.50  -1.12
C  1.19  4.18  -1.76
H  2.22  4.96  -3.43
H  2.21  3.22  -3.42
H  0.58  3.69  -5.07
H  -0.05  5.12  -4.24
H  -0.45  2.21  -3.62
H  -1.73  3.41  -3.69
H  1.83  3.72  -1.01
H  1.03  5.21  -1.43
C  -1.48  -3.60  3.49
C  -0.94  -3.02  4.79
C  -0.37  -1.63  4.44
S  -1.36  -1.03  3.07
O  -0.48  -0.86  1.94
O  -2.27  0.01  3.47
C  -2.32  -2.51  2.90
H  -2.08  -4.50  3.66
H  -0.68  -3.91  2.82
H  -0.19  -3.65  5.26
H  -1.71  -2.88  5.55
H  0.66  -1.83  4.15
H  -0.34  -0.86  5.21
H  -2.71  -2.58  1.88
H  -3.24  -2.36  3.48
C  -5.11  0.97  -2.12
C  -4.41  2.14  -1.38
C  -3.71  1.56  -0.14
S  -3.45  -0.19  -0.43
O  -4.16  -0.95  0.55
O  -2.04  -0.45  -0.61
C  -4.24  -0.27  -2.03
H  -5.40  1.22  -3.14
H  -6.08  0.68  -1.68
H  -5.14  2.86  -1.04
H  -3.71  2.49  -2.14
H  -4.43  1.58  0.68
H  -2.74  1.99  0.08
H  -4.70  -1.22  -2.30
H  -3.36  -0.15  -2.68


No. 2
Formula: C30H50IrP4Se
Source: the OMol25 dataset
Level of theory: ωB97M-V/def2-TZVPD

Values from the calculation:
E_HOMO (spin up / spin down) in eV: -18.11 / -18.87
Expectation value of S²: 8.79
Relative energy (zero: lowest compared OMol25 entry of this formula, charge and spin) in eV: 0.296
Net charge: +4
Spin multiplicity: 6

Positions of all 86 atoms, in Å:
Ir  0.04  -0.34  -0.20
P  -0.72  -2.12  1.26
P  0.13  -2.00  -1.95
P  -1.03  1.18  1.49
H  -0.45  0.78  -3.31
C  0.07  1.40  -2.59
C  -0.31  1.35  -1.22
H  -1.44  1.31  -1.07
C  -2.48  -2.61  1.10
C  0.10  -3.78  1.15
C  -0.67  -1.91  3.09
C  0.34  -1.44  -3.67
C  1.53  -3.17  -1.77
C  -1.33  -3.09  -2.10
C  -1.16  2.94  0.97
C  -0.07  1.38  3.03
C  -2.78  0.81  1.82
H  0.65  2.27  -2.94
H  0.20  2.17  -0.67
H  -2.68  -3.48  1.74
H  -2.73  -2.87  0.07
H  -3.13  -1.79  1.42
H  -0.19  -4.39  2.02
H  1.19  -3.70  1.16
H  -0.20  -4.32  0.25
H  -1.03  -2.82  3.58
H  -1.30  -1.08  3.41
H  0.34  -1.73  3.45
H  0.73  -2.22  -4.33
H  1.03  -0.59  -3.67
H  -0.63  -1.09  -4.05
H  1.17  -4.19  -1.84
H  2.05  -3.04  -0.82
H  2.24  -3.00  -2.59
H  -1.33  -3.57  -3.09
H  -2.24  -2.49  -2.01
H  -1.34  -3.88  -1.34
H  -1.85  3.48  1.63
H  -1.56  2.98  -0.05
H  -0.16  3.39  1.00
H  -0.73  1.74  3.83
H  0.73  2.12  2.86
H  0.40  0.44  3.34
H  -3.27  1.75  2.12
H  -2.91  0.08  2.61
H  -3.27  0.46  0.90
C  -4.90  0.44  -2.35
C  -3.75  1.19  -2.60
C  -3.86  2.48  -3.16
C  -5.10  3.00  -3.51
C  -6.25  2.24  -3.29
C  -6.15  0.96  -2.71
Se  -4.69  -1.28  -1.54
H  -5.19  -0.79  -0.23
H  -2.77  0.76  -2.35
H  -2.95  3.06  -3.31
H  -5.18  3.98  -3.95
H  -7.24  2.62  -3.54
H  -7.04  0.35  -2.52
C  3.32  -0.28  -1.32
P  2.28  0.03  0.13
C  3.32  -0.77  1.48
C  2.79  -1.78  2.31
C  3.58  -2.37  3.31
C  4.91  -2.00  3.44
C  5.46  -1.02  2.60
C  4.67  -0.40  1.63
C  2.65  1.80  0.52
C  2.62  2.70  -0.55
C  2.90  4.05  -0.36
C  3.11  4.54  0.93
C  3.12  3.66  2.01
C  2.93  2.29  1.80
H  3.64  -1.32  -1.32
H  4.18  0.38  -1.29
H  2.77  -0.08  -2.26
H  1.75  -2.08  2.18
H  3.12  -3.13  3.95
H  5.52  -2.47  4.21
H  6.51  -0.74  2.69
H  5.11  0.38  0.99
H  2.39  2.34  -1.56
H  2.90  4.73  -1.20
H  3.26  5.59  1.11
H  3.28  4.02  3.03
H  3.00  1.60  2.65


No. 3
Formula: C30H50N2O27PS7Si
Source: the OMol25 dataset
Level of theory: ωB97M-V/def2-TZVPD

Values from the calculation:
E_HOMO in eV: -12.09
Net charge: +1
Spin multiplicity: 1

Positions of all 118 atoms, in Å:
C  1.69  5.38  -0.01
Si  0.78  3.88  -0.80
C  -1.06  4.16  -0.48
C  0.82  3.96  -2.72
N  1.55  2.35  -0.13
C  1.00  1.67  0.96
C  -0.23  2.16  1.77
C  -1.61  1.52  1.26
C  -2.85  2.35  1.75
C  -4.13  1.44  2.05
S  -5.67  2.46  2.04
O  -5.75  3.35  3.19
O  -6.85  1.55  1.95
O  -5.59  3.37  0.64
C  1.56  0.39  1.49
S  0.82  -0.55  2.88
C  2.74  -0.22  0.89
C  3.34  -1.56  1.40
C  2.64  -2.83  0.72
O  1.78  -3.47  1.27
C  3.20  -3.19  -0.70
C  2.49  -2.81  -1.94
C  3.16  -3.17  -3.21
C  4.45  -3.86  -3.29
C  5.10  -4.23  -2.03
C  4.50  -3.91  -0.72
C  3.36  0.57  -0.25
N  4.52  -0.04  -0.82
C  2.76  1.84  -0.71
P  3.74  2.65  -2.08
O  5.18  2.26  -2.11
O  3.18  2.26  -3.61
O  3.87  4.32  -1.91
H  2.31  5.94  -0.76
H  2.26  5.10  0.92
H  0.90  6.11  0.33
H  -1.62  3.22  -0.76
H  -1.35  4.56  0.53
H  -1.43  4.94  -1.22
H  0.85  2.89  -3.06
H  -0.11  4.41  -3.15
H  1.69  4.57  -3.11
H  -0.19  1.85  2.86
H  -0.29  3.29  1.87
H  -1.60  1.31  0.15
H  -1.66  0.51  1.76
H  -3.11  3.23  1.09
H  -2.57  2.80  2.76
H  -4.17  0.61  1.29
H  -4.05  1.02  3.09
H  -5.06  2.80  0.04
H  1.45  0.03  3.98
H  4.41  -1.63  1.06
H  3.33  -1.62  2.52
H  1.51  -2.28  -1.93
H  2.64  -2.90  -4.16
H  4.92  -4.08  -4.28
H  6.08  -4.76  -2.02
H  4.99  -4.17  0.25
H  5.26  -0.17  -0.13
H  4.28  -0.92  -1.29
H  2.97  1.30  -3.56
H  4.57  4.42  -1.23
C  7.35  3.47  -3.77
C  7.48  3.43  -5.28
O  8.29  4.56  -5.61
S  9.35  4.82  -4.41
O  10.58  4.21  -4.77
O  9.24  6.18  -4.01
O  8.64  3.89  -3.30
H  6.61  4.20  -3.45
H  7.10  2.50  -3.35
H  6.51  3.49  -5.78
H  8.00  2.53  -5.61
C  5.63  -5.38  4.50
C  4.32  -5.06  3.81
O  4.09  -3.68  4.09
S  5.51  -2.91  4.18
O  5.77  -2.30  2.92
O  5.56  -2.20  5.41
O  6.45  -4.22  4.31
H  5.49  -5.53  5.57
H  6.11  -6.26  4.08
H  3.49  -5.67  4.18
H  4.40  -5.19  2.73
C  -9.95  3.78  2.23
C  -10.17  2.55  3.07
O  -11.32  2.84  3.86
S  -12.31  3.82  3.03
O  -13.32  3.02  2.42
O  -12.60  4.95  3.83
O  -11.25  4.25  1.88
H  -9.45  4.56  2.81
H  -9.36  3.56  1.34
H  -9.31  2.31  3.70
H  -10.41  1.68  2.44
C  -6.17  -2.35  0.13
C  -5.66  -2.98  -1.14
O  -4.40  -2.34  -1.40
S  -3.71  -1.97  0.01
O  -2.77  -2.99  0.34
O  -3.36  -0.58  -0.01
O  -5.00  -2.17  0.95
H  -6.61  -1.37  -0.06
H  -6.90  -2.98  0.64
H  -6.34  -2.84  -1.98
H  -5.47  -4.05  -1.01
C  -2.23  -6.23  -0.41
C  -2.04  -6.17  -1.92
O  -2.96  -7.13  -2.44
S  -4.26  -7.20  -1.48
O  -5.28  -6.37  -2.05
O  -4.48  -8.55  -1.12
O  -3.63  -6.41  -0.22
H  -1.71  -7.09  0.02
H  -1.89  -5.32  0.08
H  -1.03  -6.40  -2.22
H  -2.32  -5.19  -2.31


No. 4
Formula: C30H50N5O
Source: the OMol25 dataset
Level of theory: ωB97M-V/def2-TZVPD

Values from the calculation:
E_HOMO in eV: -11.48
Net charge: +1
Spin multiplicity: 1

Positions of all 86 atoms, in Å:
C  5.75  0.41  -1.87
C  5.03  0.94  -3.20
C  3.56  1.49  -2.72
C  2.67  0.15  -2.54
C  1.55  0.14  -1.36
C  0.46  -0.97  -1.87
C  0.37  -0.57  -3.43
N  1.80  -0.24  -3.73
O  4.74  -0.06  -4.20
C  5.85  -0.97  -4.43
C  5.47  -2.36  -3.73
C  4.18  -3.07  -4.29
C  3.67  -4.40  -3.67
C  4.47  -5.01  -2.49
C  5.77  -4.34  -1.90
C  6.25  -3.00  -2.56
H  5.24  -0.50  -1.40
H  5.75  1.30  -1.12
H  6.86  0.18  -2.09
H  5.57  1.87  -3.61
H  3.68  1.94  -1.67
H  3.10  2.21  -3.48
H  3.27  -0.80  -2.26
H  1.96  -0.40  -0.43
H  1.02  1.15  -1.17
H  0.80  -2.06  -1.90
H  -0.55  -0.82  -1.35
H  0.11  -1.45  -4.10
H  -0.34  0.28  -3.70
H  1.89  0.51  -4.45
H  2.16  -1.12  -4.18
H  5.86  -1.18  -5.57
H  6.88  -0.56  -4.18
H  3.56  -2.60  -5.14
H  2.71  -4.86  -4.08
H  4.11  -5.98  -1.98
H  6.34  -4.79  -1.02
H  7.18  -2.45  -2.16
C  -0.92  3.75  2.76
C  -1.05  2.25  2.95
C  -0.34  1.44  1.86
C  -0.93  1.77  0.52
N  -1.40  2.03  -0.54
H  -1.38  4.09  1.83
H  -1.41  4.28  3.58
H  0.14  4.06  2.74
H  -2.11  1.98  2.97
H  -0.63  1.97  3.92
H  -0.45  0.37  2.04
H  0.73  1.68  1.84
C  -4.74  -0.60  1.43
C  -3.83  -1.78  1.08
C  -3.26  -2.48  2.31
C  -2.44  -1.52  3.12
N  -1.80  -0.75  3.76
H  -4.20  0.18  1.98
H  -5.15  -0.15  0.53
H  -5.58  -0.93  2.05
H  -3.01  -1.41  0.45
H  -4.40  -2.50  0.49
H  -2.63  -3.32  2.01
H  -4.07  -2.88  2.94
C  -7.63  -5.16  -0.34
C  -6.65  -6.05  0.40
C  -6.77  -5.92  1.93
C  -6.49  -4.51  2.34
N  -6.26  -3.39  2.67
H  -7.45  -4.10  -0.14
H  -7.53  -5.30  -1.42
H  -8.67  -5.39  -0.07
H  -5.63  -5.80  0.09
H  -6.83  -7.09  0.12
H  -6.06  -6.59  2.42
H  -7.77  -6.20  2.26
C  0.21  8.50  5.46
C  0.79  7.85  4.21
C  -0.14  7.96  3.00
C  -1.44  7.27  3.29
N  -2.47  6.72  3.52
H  -0.72  8.01  5.78
H  0.92  8.43  6.29
H  0.00  9.56  5.29
H  1.00  6.80  4.42
H  1.74  8.33  3.97
H  0.32  7.49  2.13
H  -0.34  9.01  2.76